[1]
Molecular formula: C16H14BBrO2V
Method: DFT, ωB97M-V with the def2-TZVPD basis set

```
35
Properties=species:S:1:pos:R:3:lowdin_spin:R:1
C -1.764 -0.956 -1.533 0.11
C -2.343 -2.034 -0.768 0.10
C -2.933 -1.469 0.415 0.09
H -2.207 -3.090 -0.993 0.02
C -2.654 -0.039 0.410 0.06
C -1.960 0.267 -0.828 0.08
H -1.651 1.249 -1.196 0.01
H -1.238 -1.060 -2.488 0.02
H -3.435 -2.031 1.204 0.01
H -2.914 0.698 1.167 0.00
V -0.940 -1.108 0.333 2.48
Br 0.835 -2.374 1.672 0.04
C 2.990 1.822 0.082 0.00
C 1.870 2.421 -0.593 0.00
C 1.712 1.757 -1.860 0.00
H 1.167 3.145 -0.158 0.00
C 2.782 0.809 -1.994 0.00
C 3.541 0.814 -0.774 0.00
H 4.404 0.189 -0.549 0.00
H 3.295 2.037 1.123 0.00
H 0.902 1.905 -2.579 0.00
H 2.876 0.101 -2.817 0.00
O -1.302 -0.949 3.761 -0.01
B -0.493 -0.691 2.597 -0.01
O 0.285 0.502 2.824 0.00
C -0.185 1.034 3.994 0.00
C 0.437 1.943 4.821 0.00
C -0.044 2.043 6.134 0.00
C -1.238 1.442 6.519 0.00
C -1.839 0.515 5.653 0.00
C -1.227 0.230 4.461 0.00
H 1.319 2.461 4.483 0.00
H 0.547 2.569 6.868 0.00
H -1.679 1.655 7.502 0.00
H -2.713 -0.063 5.864 0.00
```

Results
LUMO energy (alpha / beta): 4.9 / 4.8 eV
Charge: -2
Multiplicity: 4
Energy relative to the best compared isomer or geometry (same formula, charge and spin): 0.00 kJ/mol
⟨S²⟩: 3.78
Energy: -117318.8548 eV
HOMO level (alpha / beta): 0.5 / 0.4 eV



[2]
Molecular formula: C16H14BBrO2Y
Method: DFT, ωB97M-V with the def2-TZVPD basis set

```
35
Properties=species:S:1:pos:R:3:nbo_charge:R:1
C 2.564 0.399 0.254 -0.52
C 1.435 0.729 -0.533 -0.44
C 0.501 1.441 0.393 -0.66
H 1.373 1.022 -1.579 0.22
C 0.676 0.503 1.553 -0.50
C 2.068 0.252 1.607 -0.47
H 2.701 0.133 2.495 0.22
H 3.577 0.282 -0.165 0.23
H 1.020 2.433 0.544 0.16
H -0.007 0.539 2.398 0.20
Y 1.532 -1.851 0.204 1.70
Br 0.939 -1.814 -2.359 -0.65
C 1.281 -4.789 0.704 -0.38
C 2.069 -4.493 1.848 -0.35
C 3.357 -4.089 1.408 -0.35
H 1.774 -4.657 2.883 0.21
C 3.372 -4.131 -0.012 -0.39
C 2.084 -4.552 -0.451 -0.38
H 1.799 -4.759 -1.479 0.24
H 0.295 -5.245 0.708 0.22
H 4.216 -3.885 2.047 0.21
H 4.244 -3.993 -0.647 0.22
O -1.104 2.438 -1.212 -0.64
B -0.947 1.799 0.024 1.17
O -2.219 1.536 0.633 -0.65
C -3.151 2.059 -0.291 0.22
C -4.314 2.711 0.080 -0.24
C -4.711 3.828 -0.666 -0.25
C -4.002 4.254 -1.796 -0.22
C -2.903 3.549 -2.262 -0.25
C -2.450 2.555 -1.434 0.26
H -4.881 2.414 0.958 0.22
H -5.569 4.435 -0.352 0.21
H -4.281 5.150 -2.348 0.21
H -2.336 3.797 -3.155 0.22
```

Results
LUMO energy: 2.9 eV
Charge: -1
Energy relative to the best compared isomer or geometry (same formula, charge and spin): 0.00 kJ/mol
Energy: -92678.0933 eV
HOMO level: -2.2 eV



[3]
Molecular formula: C16H14BF2O6S3SbW
Method: DFT, ωB97M-V with the def2-TZVPD basis set

```
44
Properties=species:S:1:pos:R:3:lowdin_spin:R:1
W -0.330 -1.366 0.967 0.97
S 2.237 -3.429 4.087 0.24
Sb 0.447 -2.234 3.391 0.31
S 1.508 -0.383 2.105 0.05
S -2.043 -3.282 1.136 -0.01
C 2.767 1.592 -4.694 0.00
O 1.615 1.205 -3.986 0.04
C 1.779 0.297 -2.979 0.11
C 3.006 -0.171 -2.523 0.01
C 3.060 -1.112 -1.513 0.14
C 1.898 -1.631 -0.893 0.03
C 1.897 -2.665 0.065 0.33
C 3.087 -3.400 0.566 0.05
O 0.731 -2.979 0.667 0.16
C 0.638 -1.114 -1.386 0.08
O -0.519 -1.628 -0.905 0.08
C 0.604 -0.181 -2.397 -0.02
H 2.425 2.272 -5.472 0.00
H 3.263 0.733 -5.157 0.00
H 3.483 2.115 -4.052 0.00
H 3.933 0.183 -2.954 0.00
H 4.021 -1.475 -1.175 0.01
H 3.893 -3.427 -0.166 0.00
H 2.783 -4.414 0.828 0.01
H 3.448 -2.934 1.490 0.02
H -0.354 0.158 -2.772 0.00
F -3.732 -2.821 -1.036 0.00
B -2.901 -2.388 -0.085 0.01
F -2.829 -1.018 -0.078 0.02
O -1.481 3.009 -0.005 0.02
C -2.261 2.889 1.095 0.04
C -3.114 3.928 1.415 -0.01
C -3.926 3.858 2.539 0.06
C -3.875 2.738 3.368 0.00
C -3.044 1.687 3.059 0.05
C -2.235 1.722 1.901 0.00
C -1.477 0.593 1.536 0.17
O -1.561 -0.584 2.157 0.00
O -0.660 0.497 0.498 0.01
H -0.976 2.186 -0.125 0.00
H -3.136 4.792 0.763 0.00
H -4.594 4.676 2.773 0.00
H -4.494 2.695 4.254 0.00
H -2.981 0.813 3.692 0.00
```

Results
LUMO energy (alpha / beta): 1.9 / 1.4 eV
Charge: -1
Multiplicity: 4
Energy relative to the best compared isomer or geometry (same formula, charge and spin): 206.83 kJ/mol
⟨S²⟩: 3.84
Energy: -76090.2882 eV
HOMO level (alpha / beta): -3.1 / -5.0 eV



[4]
Molecular formula: C16H14BF5N6SW
Method: DFT, ωB97M-V with the def2-TZVPD basis set

```
44
Properties=species:S:1:pos:R:3:lowdin_spin:R:1
C 0.429 -0.601 -3.283 0.03
N 0.814 -0.629 -1.997 -0.09
N 2.192 -0.565 -1.974 -0.02
C 2.650 -0.522 -3.253 -0.07
C 1.560 -0.540 -4.122 -0.14
B 3.047 -0.636 -0.641 0.02
N 2.939 0.607 0.336 0.01
N 1.798 0.916 1.049 -0.01
C 2.076 1.985 1.813 0.01
C 3.417 2.375 1.624 -0.01
C 3.923 1.476 0.687 -0.01
W 0.298 -0.047 -0.052 1.47
N 2.570 -1.881 0.145 0.01
N 1.280 -1.878 0.560 -0.01
C 1.063 -3.031 1.215 0.00
C 2.245 -3.801 1.223 0.00
C 3.181 -3.031 0.530 -0.01
H 0.082 -3.244 1.640 0.00
H 4.227 -3.214 0.285 0.00
H 2.398 -4.781 1.672 0.00
H 4.210 -0.743 -0.963 0.00
H 4.916 1.385 0.247 0.00
H 3.721 -0.491 -3.450 0.00
H 3.948 3.192 2.111 0.00
H 1.582 -0.523 -5.211 0.00
H 1.304 2.407 2.455 0.00
H -0.631 -0.630 -3.532 0.00
H -1.346 0.985 1.663 0.01
C -1.990 1.865 1.821 0.02
H -1.571 2.487 2.628 0.00
H -2.041 2.455 0.891 0.00
H -3.003 1.534 2.101 0.00
F -6.522 1.894 1.170 -0.02
C -5.423 1.267 0.681 -0.02
C -5.027 0.034 1.212 0.17
F -5.744 -0.535 2.212 0.08
C -3.894 -0.616 0.706 0.20
F -3.529 -1.821 1.212 0.07
C -3.153 -0.028 -0.331 -0.01
S -1.787 -0.921 -1.062 -0.18
C -3.562 1.199 -0.874 0.20
F -2.874 1.758 -1.902 0.07
C -4.692 1.849 -0.361 0.17
F -5.084 3.038 -0.882 0.07
```

Results
LUMO energy (alpha / beta): -17.4 / -16.9 eV
Charge: +4
Multiplicity: 3
⟨S²⟩: 2.34
Energy: -52633.6788 eV
HOMO level (alpha / beta): -22.0 / -22.1 eV